Formula: C6H12OS2
Source: the OMol25 dataset
Level of theory: ωB97M-V/def2-TZVPD

**Total energy**: -1107.23136 Eh
**Frontier orbital gap**: 9.10 eV
**Strongest force on any atom**: 0.119 Eh/bohr

```
21
C6H12OS2, DFT ωB97M-V/def2-TZVPD
C -1.603 0.192 -2.078
C -1.392 -0.406 -0.962
C -2.047 -1.455 -0.194
C 0.760 2.040 2.375
C 1.766 -1.246 -1.078
C 0.178 0.559 0.193
O 2.405 -0.125 1.331
S -0.647 1.232 1.602
S 1.225 -0.823 0.703
H -1.191 1.116 -2.250
H -2.283 -0.447 -2.777
H -2.724 -2.042 -0.716
H -1.339 -2.237 0.060
H -2.487 -0.789 0.632
H 0.588 2.441 3.396
H 1.074 3.083 1.963
H 1.688 1.566 2.438
H 1.640 -2.264 -1.206
H 2.740 -0.976 -1.160
H 1.115 -0.695 -1.838
H 0.534 1.277 -0.432
```

***

Formula: C6H12OSi
Source: the OMol25 dataset
Level of theory: ωB97M-V/def2-TZVPD

**Total energy**: -600.51867 Eh
**Frontier orbital gap**: 8.63 eV
**Strongest force on any atom**: 0.063 Eh/bohr

```
20
C6H12OSi, DFT ωB97M-V/def2-TZVPD
C -2.281 0.967 1.867
C -0.070 1.152 -2.430
C -1.525 -0.127 1.815
C 0.736 1.180 -1.378
C 2.132 -1.639 -0.765
C -1.248 -0.892 0.618
O 1.732 0.328 1.197
Si 1.019 -0.231 -0.164
H -2.454 1.499 2.787
H -2.770 1.353 0.988
H -0.193 2.000 -3.086
H -0.646 0.275 -2.680
H -1.055 -0.487 2.724
H 1.280 2.097 -1.179
H 2.288 -1.588 -1.839
H 3.101 -1.565 -0.278
H 1.719 -2.615 -0.533
H -1.896 -0.669 -0.220
H -1.123 -1.954 0.781
H 1.255 0.914 1.776
```

***

no.,E_HOMO (eV)
1,-8.52
2,-7.85